[1]
# C26H55FNO3S

4 unconnected molecules or ions with the total composition C26H55FNO3S in a non-equilibrium geometry (ωB97M-V/def2-TZVPD, the Open Molecules 2025 dataset).

```
87
Properties=species:S:1:pos:R:3
O 0.129 4.878 0.678
C -0.671 4.655 1.744
O -0.760 5.735 2.744
C -1.447 3.181 1.889
F -1.862 2.825 0.491
C -2.699 3.314 2.938
C -2.735 1.837 3.938
C -3.148 2.121 5.600
O -1.642 1.749 5.052
N -0.373 2.193 2.290
C -0.495 0.866 1.573
C 0.383 -0.222 2.491
C -0.373 -1.666 2.684
S 0.204 -2.394 4.337
H -2.594 4.162 3.737
H -3.747 3.285 2.395
H -3.165 0.787 3.404
H -2.788 3.174 5.976
H -3.540 1.235 6.260
H 0.552 2.592 1.944
H -0.152 0.892 0.448
H -1.629 0.516 1.700
H 0.444 0.265 3.579
H 1.466 -0.398 2.062
H -0.088 -2.451 1.852
H -1.541 -1.528 2.793
H 0.527 -1.372 5.252
C 2.710 0.233 -1.864
C 1.429 -0.392 -2.391
C 0.946 -1.569 -1.540
C 1.909 -2.760 -1.481
C 2.270 -3.365 -2.841
C 1.067 -3.935 -3.572
H 3.539 -0.482 -1.862
H 3.006 1.079 -2.492
H 2.571 0.601 -0.841
H 1.571 -0.702 -3.431
H 0.644 0.375 -2.406
H -0.027 -1.903 -1.919
H 0.764 -1.218 -0.516
H 1.459 -3.540 -0.853
H 2.832 -2.463 -0.970
H 3.001 -4.168 -2.683
H 2.768 -2.622 -3.470
H 0.589 -4.721 -2.979
H 1.377 -4.371 -4.528
H 0.321 -3.165 -3.789
C 4.050 5.863 -7.235
C 4.343 6.215 -5.786
C 5.164 5.142 -5.067
C 4.482 3.774 -4.955
C 3.123 3.787 -4.247
C 3.215 4.241 -2.801
H 3.461 4.944 -7.318
H 3.479 6.665 -7.712
H 4.980 5.727 -7.797
H 3.404 6.402 -5.255
H 4.901 7.159 -5.760
H 5.420 5.506 -4.065
H 6.120 5.012 -5.591
H 5.155 3.092 -4.420
H 4.355 3.343 -5.955
H 2.706 2.773 -4.274
H 2.415 4.420 -4.790
H 3.877 3.583 -2.229
H 2.225 4.216 -2.333
H 3.592 5.265 -2.719
C -6.258 -5.424 4.499
C -4.856 -5.981 4.312
C -3.768 -4.914 4.449
C -3.832 -3.789 3.409
C -3.760 -4.255 1.952
C -2.455 -4.954 1.618
H -6.498 -4.668 3.746
H -6.999 -6.225 4.411
H -6.366 -4.969 5.490
H -4.785 -6.480 3.340
H -4.683 -6.757 5.067
H -2.787 -5.401 4.402
H -3.831 -4.466 5.449
H -3.007 -3.092 3.601
H -4.751 -3.209 3.550
H -3.869 -3.379 1.300
H -4.603 -4.912 1.718
H -1.603 -4.289 1.792
H -2.443 -5.251 0.563
H -2.314 -5.859 2.216
```

spin multiplicity: 1
E_LUMO: 2.3248 eV
gap between HOMO and LUMO: 6.78 eV
charge: -1
max |F|: 7.7 eV Å⁻¹

---

[2]
# C26H55GeN5O3S6SiTi

A molecular structure, C26H55GeN5O3S6SiTi in a non-equilibrium geometry (ωB97M-V/def2-TZVPD, the Open Molecules 2025 dataset).

```
98
Properties=species:S:1:pos:R:3
Ti 1.187 1.013 -0.331
C 2.157 -1.236 -2.661
C 1.959 -1.955 -1.345
C 3.293 -2.293 -0.712
C 1.094 -3.187 -1.534
O 1.214 -0.985 -0.428
Si 0.558 -1.411 1.146
S -0.446 0.418 1.428
O 1.908 -1.672 1.968
C 2.251 -2.114 3.311
C 3.720 -1.791 3.475
C 1.414 -1.338 4.316
C 2.021 -3.618 3.409
O -0.367 -2.715 1.055
C -1.697 -3.186 1.453
C -1.996 -2.769 2.887
C -1.629 -4.697 1.331
C -2.727 -2.612 0.503
H 2.495 -1.955 -3.405
H 2.912 -0.457 -2.587
H 1.223 -0.803 -3.015
H 3.889 -2.843 -1.442
H 3.175 -2.905 0.182
H 3.831 -1.387 -0.441
H 1.581 -3.826 -2.270
H 0.100 -2.919 -1.902
H 0.980 -3.753 -0.609
H 3.888 -0.713 3.426
H 4.306 -2.273 2.688
H 4.071 -2.157 4.442
H 1.584 -0.265 4.194
H 1.684 -1.623 5.334
H 0.345 -1.538 4.178
H 2.660 -4.144 2.695
H 0.983 -3.870 3.188
H 2.261 -3.973 4.414
H -1.287 -3.220 3.585
H -2.999 -3.103 3.163
H -1.963 -1.680 2.994
H -0.834 -5.093 1.966
H -1.426 -4.987 0.297
H -2.577 -5.143 1.639
H -2.745 -1.523 0.574
H -3.718 -2.992 0.764
H -2.505 -2.898 -0.527
C -4.480 -0.315 -4.770
C -3.110 -0.404 -4.104
C -2.393 0.946 -4.088
C -0.998 0.920 -3.447
Ge -1.214 0.656 -1.483
C -2.656 1.833 -0.866
C -4.007 1.110 -0.835
C -5.078 1.912 -0.100
C -6.463 1.284 -0.222
H -4.990 -1.280 -4.764
H -4.389 0.008 -5.811
H -5.121 0.406 -4.254
H -2.486 -1.129 -4.637
H -3.225 -0.779 -3.084
H -3.031 1.688 -3.596
H -2.266 1.291 -5.119
H -0.462 1.854 -3.629
H -0.393 0.114 -3.861
H -1.705 -0.791 -1.308
H -2.704 2.706 -1.525
H -2.402 2.194 0.134
H -3.900 0.135 -0.349
H -4.350 0.910 -1.857
H -5.097 2.933 -0.494
H -4.797 1.985 0.956
H -6.777 1.233 -1.268
H -7.212 1.860 0.323
H -6.468 0.265 0.179
N -0.088 5.385 2.369
N -0.042 4.574 1.260
N -0.468 4.990 0.082
C -0.144 3.954 -0.671
N 0.450 2.986 0.041
N 0.510 3.414 1.302
H -0.865 6.022 2.281
H -0.088 4.818 3.204
H -0.320 3.910 -1.733
C 2.277 1.989 -1.801
H 2.406 3.050 -1.612
H 1.885 1.863 -2.817
H 3.274 1.534 -1.757
C 3.687 4.681 2.166
S 3.765 4.522 0.364
C 4.748 3.066 0.214
C 4.385 1.818 0.570
S 2.881 1.382 1.354
S 5.602 0.589 0.328
C 6.845 1.600 -0.348
S 8.296 1.043 -0.815
S 6.350 3.260 -0.435
H 3.225 5.649 2.365
H 4.691 4.670 2.582
H 3.084 3.880 2.592
```

spin multiplicity: 2
E_LUMO (spin up / spin down): -3.6787 / -5.2758 eV
gap between HOMO and LUMO (spin up / spin down): 6.26 / 4.71 eV
charge: +1
expectation value of S²: 0.76
max |F|: 2.0 eV Å⁻¹
energy above the lowest of the compared OMol25 structures with the same formula, charge and spin: 2.413 eV

---

[3]
# C26H55N2O4SSi2

A molecular structure, C26H55N2O4SSi2 in a non-equilibrium geometry (ωB97M-V/def2-TZVPD, the Open Molecules 2025 dataset).

```
90
Properties=species:S:1:pos:R:3
C -9.481 -0.441 -5.835
C -9.643 0.989 -5.344
C -8.694 1.993 -6.031
C -7.598 2.510 -5.076
C -8.014 3.828 -4.419
C -6.871 4.426 -3.589
C -6.028 5.405 -4.417
C -4.539 5.345 -4.074
C -3.803 4.265 -4.845
C -2.290 4.277 -4.573
C -1.890 3.375 -3.396
C -1.391 1.983 -3.830
C 0.022 1.656 -3.319
C 0.239 0.170 -3.009
C 1.294 -0.080 -1.930
C 2.208 -1.285 -2.224
C 2.387 -2.219 -1.041
C 3.253 -1.625 0.083
C 4.584 -2.346 0.279
C 4.478 -3.493 1.317
Si 4.929 -2.924 3.029
O 6.446 -3.500 3.417
Si 7.128 -3.195 4.892
C 6.296 -1.819 5.925
C 5.146 -2.074 6.846
O 4.926 -1.315 7.771
C 7.381 -4.875 5.737
C 7.321 -4.876 7.261
S 5.876 -5.876 7.800
C 5.048 -4.765 8.806
N 3.761 -4.647 8.923
N 3.558 -3.516 9.694
C 4.735 -3.066 9.966
O 5.748 -3.802 9.463
H -8.778 -1.013 -5.236
H -10.422 -0.983 -5.811
H -9.120 -0.478 -6.858
H -10.657 1.325 -5.539
H -9.482 1.062 -4.273
H -8.238 1.557 -6.913
H -9.259 2.869 -6.333
H -7.460 1.793 -4.269
H -6.643 2.632 -5.585
H -8.869 3.597 -3.787
H -8.333 4.516 -5.198
H -6.268 3.588 -3.245
H -7.304 4.962 -2.751
H -6.372 6.409 -4.179
H -6.191 5.245 -5.479
H -4.085 6.303 -4.322
H -4.457 5.184 -3.000
H -4.180 3.271 -4.601
H -3.962 4.446 -5.906
H -2.017 5.302 -4.327
H -1.759 4.006 -5.481
H -2.750 3.304 -2.735
H -1.095 3.882 -2.858
H -1.357 1.985 -4.915
H -2.079 1.197 -3.536
H 0.288 2.282 -2.472
H 0.710 1.923 -4.119
H -0.714 -0.274 -2.730
H 0.542 -0.316 -3.932
H 1.936 0.799 -1.917
H 0.849 -0.173 -0.943
H 3.170 -0.965 -2.616
H 1.750 -1.868 -3.021
H 1.427 -2.559 -0.664
H 2.890 -3.114 -1.409
H 2.695 -1.592 1.017
H 3.470 -0.585 -0.154
H 5.317 -1.624 0.632
H 4.925 -2.770 -0.660
H 3.502 -3.969 1.304
H 5.213 -4.251 1.053
H 4.911 -1.447 3.165
H 3.935 -3.413 4.028
H 8.483 -2.658 4.644
H 7.080 -1.493 6.612
H 6.062 -0.945 5.322
H 4.495 -2.942 6.697
H 8.385 -5.159 5.429
H 6.728 -5.635 5.321
H 8.170 -5.391 7.692
H 7.300 -3.884 7.697
H 4.983 -2.168 10.497
O 4.069 0.125 8.988
H 4.869 -0.072 9.510
H 3.300 0.308 9.565
H 3.876 -0.619 8.347
```

spin multiplicity: 1
E_LUMO: -3.7848 eV
gap between HOMO and LUMO: 7.59 eV
charge: +1
max |F|: 4.4 eV Å⁻¹

---

no.,E_tot (a.u.)
1,-1801.94482
2,-7128.09613
3,-2411.02438